a.
{
  "formula": "C4H4NO",
  "method": "wB97M-V/def2-TZVPD",
  "charge": 1,
  "homo_energy_ev": -14.60,
  "orbital_gap_ev": 8.37,
  "spin_multiplicity": 1,
  "symbols": ["C", "C", "C", "C", "N", "O", "H", "H", "H", "H"],
  "xyz": [[2.66995, -0.57895, 0.19974], [3.88432, -0.08537, -0.03405], [-1.45214, 0.20746, -0.06358], [1.49818, -0.95956, 0.34545], [-0.23989, 0.47766, -0.15250], [4.90066, 0.27658, -0.34945], [-2.23524, 0.89033, -0.08387], [-1.77147, -0.83780, 0.44867], [0.72657, -1.58838, 0.73398], [0.12512, 1.40855, -0.41202]]
}

---

b.
{
  "formula": "C4H4NO",
  "method": "wB97M-V/def2-TZVPD",
  "charge": 1,
  "homo_energy_ev": -15.92,
  "orbital_gap_ev": 8.72,
  "spin_multiplicity": 1,
  "symbols": ["C", "C", "C", "C", "N", "O", "H", "H", "H", "H"],
  "xyz": [[-1.34105, -0.11313, 0.03467], [-0.57466, 0.96522, -0.00605], [-0.54070, -1.33308, -0.00172], [1.11750, 0.06494, -0.00387], [0.75937, -1.19253, -0.00820], [2.26009, 0.55096, 0.00820], [-2.41750, -0.16700, 0.04663], [-0.67433, 2.02760, -0.02401], [-0.97437, -2.32325, -0.05401], [2.38565, 1.52025, 0.00837]]
}

---

Most stable to least stable, the ends of the list are b and a.

---

a.
{
  "formula": "C4H10O2",
  "method": "wB97M-V/def2-TZVPD",
  "charge": 0,
  "homo_energy_ev": -11.11,
  "orbital_gap_ev": 11.71,
  "smiles": "O=CO.CCC",
  "spin_multiplicity": 1,
  "symbols": ["C", "C", "C", "H", "H", "H", "H", "H", "H", "H", "H", "O", "C", "O", "H", "H"],
  "xyz": [[-0.87992, -0.65721, -1.75263], [0.52455, -0.05799, -1.77264], [1.57850, -1.17423, -1.53718], [-1.09832, -1.42250, -2.49977], [-1.68783, 0.07474, -1.74464], [-0.98017, -1.18966, -0.79817], [0.53596, 0.59065, -0.89800], [0.80749, 0.44468, -2.69273], [2.56447, -0.79662, -1.80450], [1.49781, -1.53192, -0.51385], [1.39327, -2.00495, -2.22073], [0.02891, 2.58016, 3.98596], [-0.42277, 1.59256, 3.49135], [-1.34326, 0.78862, 4.11377], [-0.37504, 1.45390, 2.40128], [-2.14365, 1.30977, 4.24249]]
}

---

b.
{
  "formula": "C4H10O2",
  "method": "wB97M-V/def2-TZVPD",
  "charge": 0,
  "homo_energy_ev": -8.04,
  "orbital_gap_ev": 8.89,
  "spin_multiplicity": 1,
  "symbols": ["C", "O", "C", "C", "C", "O", "H", "H", "H", "H", "H", "H", "H", "H", "H", "H"],
  "xyz": [[-0.68982, -1.04009, -1.85560], [-0.30314, 0.03442, -1.02963], [-0.89561, -0.02357, 0.26491], [-0.19983, 1.01879, 1.13196], [1.18126, 0.69991, 1.64955], [2.08481, 0.05129, 0.20258], [-1.77816, -1.04693, -2.01056], [-0.19177, -0.90683, -2.81829], [-0.38828, -2.00437, -1.42096], [-0.76703, -1.03216, 0.68916], [-1.97481, 0.17703, 0.17167], [-0.22216, 1.97388, 0.58913], [-0.79187, 1.17685, 2.04645], [2.31825, 0.92787, 0.70974], [1.16569, -0.24711, 2.20272], [1.45246, 0.24104, -0.52284]]
}

---

Most stable to least stable, the ends of the list are a and b.